P:
Computed, not measured: a cluster of 4 separate species, C4H13NO3 in total, with ωB97M-V with the def2-TZVPD basis set.

Element x y z (Å)
H  -1.245  -1.327  -1.732
H  -0.186  0.913  -2.745
H  -2.633  -0.361  -1.160
O  0.648  0.552  -2.734
H  -1.033  2.117  1.250
C  -0.879  0.045  -0.031
C  0.924  0.849  2.267
O  -0.686  3.066  1.196
H  0.033  1.098  2.686
O  0.818  -3.224  -1.140
N  1.148  0.057  1.306
H  1.653  1.618  2.812
H  1.316  -2.736  -1.871
H  -0.233  2.897  2.009
H  1.031  1.025  -1.955
C  0.034  -0.586  0.753
C  -1.797  -0.964  -0.811
H  -1.029  1.160  -0.193
H  0.068  -1.742  1.004
H  -2.286  -1.719  -0.280
H  0.565  -2.562  -0.615

Results
SMILES string = C=N/C=C/C.O.O.O
molar mass = 123.2 g/mol
spin multiplicity = 1
HOMO level = -0.3491 hartree
HOMO-LUMO gap = 10.00 eV


Q:
Computed, not measured: a cluster of 2 separate species, C4H13NO3 in total, with ωB97M-V with the def2-TZVPD basis set.

Element x y z (Å)
N  2.207  0.749  -0.422
H  0.045  0.594  -1.955
H  -0.703  -0.915  -1.048
O  -3.089  0.251  2.122
H  -1.681  0.667  0.578
H  0.001  -2.305  0.745
O  0.401  -2.460  -0.079
H  -3.920  0.060  1.677
H  1.543  -2.124  -1.420
H  0.847  -0.240  0.877
H  2.500  -2.168  0.150
H  2.109  0.961  -1.424
H  2.119  1.472  0.324
C  1.569  -1.795  -0.328
C  -0.991  1.042  -0.200
H  -1.547  1.549  -0.943
H  -0.017  2.827  0.327
C  1.237  -0.282  -0.110
O  -0.061  1.909  0.578
H  -2.469  0.196  1.468
C  -0.101  0.012  -0.917

Results
SMILES string = N[C@H](CO)CCO.O
molar mass = 123.2 g/mol
spin multiplicity = 1
HOMO level = -0.3201 hartree
HOMO-LUMO gap = 9.36 eV


The calculated energies rank the structures as follows, beginning with the most stable: Q, P.


P:
Computed, not measured: a cluster of 2 separate species, C4H13NO3 in total, with ωB97M-V with the def2-TZVPD basis set.

Element x y z (Å)
C  -0.883  -1.048  1.341
H  -0.255  -2.577  -1.426
C  -0.191  -0.063  0.395
H  -1.410  -0.696  -1.247
H  -0.560  -2.158  1.343
H  1.082  2.143  1.065
O  2.041  1.708  -1.964
O  -0.701  -0.773  2.702
H  0.154  -1.418  -2.695
H  1.329  -1.612  -1.428
H  1.253  1.152  -1.835
H  -0.296  0.095  2.891
C  -0.671  1.304  0.551
H  -0.747  1.977  -0.447
C  0.247  -1.691  -1.624
H  -2.017  -1.048  1.214
H  -1.628  1.482  1.148
N  -0.369  -0.571  -1.022
H  0.985  -0.103  0.728
O  0.308  1.922  1.424
H  2.330  1.974  -1.112

Results
SMILES string = CNC(CO)CO.O
molar mass = 123.2 g/mol
spin multiplicity = 1
HOMO level = -0.3324 hartree
HOMO-LUMO gap = 9.68 eV


Q:
Computed, not measured: a structure of composition C4H13NO3, with ωB97M-V with the def2-TZVPD basis set.

Element x y z (Å)
H  -1.652  1.327  0.267
H  1.124  -2.400  0.098
H  -1.130  0.811  1.790
H  0.907  0.729  -0.850
H  0.731  -2.374  1.852
O  -0.359  2.782  -1.965
H  -0.330  3.058  -1.044
O  -0.814  -0.105  -1.355
H  -0.137  -2.790  -2.513
C  -0.740  1.039  0.798
H  0.725  1.979  1.744
C  0.406  -2.076  0.854
H  0.990  -0.055  1.568
H  -0.530  -2.595  0.625
N  0.240  2.113  0.854
C  0.234  -0.611  0.790
O  0.145  -2.258  -1.776
H  1.583  0.306  2.217
H  -1.000  2.064  -1.887
H  -0.465  -1.169  -1.697
C  0.073  0.223  -0.369

Results
molar mass = 123.2 g/mol
spin multiplicity = 1
HOMO level = -0.3301 hartree
HOMO-LUMO gap = 5.62 eV


The calculated energies rank the structures as follows, beginning with the most stable: P, Q.


P:
Computed, not measured: a cluster of 4 separate species, C4H13NO3 in total, with ωB97M-V with the def2-TZVPD basis set.

Element x y z (Å)
N  0.644  -0.291  1.765
H  -0.144  1.400  0.806
H  1.409  -0.945  1.789
C  1.130  3.160  -0.697
H  -3.278  -0.035  -0.227
H  0.006  -1.198  -0.499
H  1.099  4.121  -1.199
O  -1.011  -3.779  0.653
C  0.579  0.607  0.717
H  -0.437  -1.097  -1.966
H  2.256  1.915  -1.939
H  -1.829  -0.444  0.027
H  -0.257  -0.674  2.036
H  -1.962  -3.734  0.849
O  -0.683  -1.495  -1.112
H  2.292  -0.034  -0.230
C  1.535  0.742  -0.235
H  0.609  3.300  0.244
O  -2.652  -0.224  0.471
C  1.608  1.973  -1.075
H  -0.912  -3.269  -0.179

Results
SMILES string = C=C/C=C/N.O.O.O
molar mass = 123.2 g/mol
spin multiplicity = 1
HOMO level = -0.3029 hartree
HOMO-LUMO gap = 8.78 eV


Q:
Computed, not measured: a cluster of 3 separate species, C4H13NO3 in total, with ωB97M-V with the def2-TZVPD basis set.

Element x y z (Å)
C  -0.121  -1.841  -1.412
H  2.345  1.405  -2.310
H  3.099  2.525  0.108
H  -3.007  -0.925  0.887
H  0.069  0.275  -0.394
H  -0.075  -2.858  -1.797
H  1.603  1.888  0.694
O  -0.692  -1.720  -0.336
N  0.492  -0.799  -2.067
O  -2.910  -0.481  4.716
H  -3.283  0.218  4.146
C  0.689  0.444  -1.272
H  -2.335  -2.235  1.141
H  -2.914  -1.145  4.005
O  -2.821  -1.535  1.621
C  2.124  2.164  -0.229
H  2.931  0.373  -1.275
H  1.559  3.043  -0.537
C  2.092  1.074  -1.273
H  -0.050  1.168  -1.678
H  1.205  -1.040  -2.737

Results
SMILES string = CCCNC=O.O.O
molar mass = 123.2 g/mol
spin multiplicity = 1
HOMO level = -0.3730 hartree
HOMO-LUMO gap = 10.82 eV


The calculated energies rank the structures as follows, beginning with the most stable: Q, P.


P:
Computed, not measured: a cluster of 2 separate species, C3H10NO2 in total, with ωB97M-V with the def2-TZVPD basis set.

Element x y z (Å)
H  -0.980  -2.479  0.495
O  1.366  1.425  0.029
C  1.803  0.320  -0.006
H  -2.314  -1.430  -0.261
H  1.162  -0.644  -1.833
H  2.821  -0.008  0.324
H  1.378  -1.765  -0.421
H  -1.038  2.122  1.880
H  -0.852  0.071  -0.987
H  -1.201  -2.508  -1.368
O  -1.556  1.566  1.257
C  0.981  -0.806  -0.722
C  -1.354  -1.891  -0.459
N  -0.441  -0.677  -0.372
H  -0.572  -0.322  0.513
H  -2.376  2.030  1.101

Results
molar mass = 92.1 g/mol
spin multiplicity = 1
HOMO level = -0.5367 hartree
charge = +1
HOMO-LUMO gap = 10.93 eV


Q:
Computed, not measured: a cluster of 2 separate species, C3H10NO2 in total, with ωB97M-V with the def2-TZVPD basis set.

Element x y z (Å)
N  -0.239  -0.737  1.590
H  0.727  -1.405  -1.169
H  2.092  -0.507  -1.168
C  -2.274  0.788  -0.467
H  0.038  -1.808  1.358
O  0.662  0.764  -0.050
O  -0.154  -1.278  -0.772
H  -1.074  -0.624  2.202
H  -1.899  1.838  -0.451
H  -3.121  0.630  0.070
H  2.798  0.453  0.281
H  -2.172  0.486  -1.493
C  2.046  0.539  -0.573
H  0.612  -0.285  1.959
C  -0.246  -0.184  -0.032
H  2.206  1.330  -1.286

Results
molar mass = 92.1 g/mol
spin multiplicity = 1
HOMO level = -0.4992 hartree
charge = +1
HOMO-LUMO gap = 9.91 eV


The calculated energies rank the structures as follows, beginning with the most stable: P, Q.


P:
Computed, not measured: a cluster of 5 separate species, C20H25F15O10 in total, with ωB97M-V with the def2-TZVPD basis set.

Element x y z (Å)
H  -11.811  -20.608  -7.798
F  -10.178  -21.607  -0.395
H  -2.269  -23.599  -1.531
H  -10.047  -20.670  -7.961
C  -10.546  -17.945  -11.439
F  -5.280  -25.857  0.782
C  -8.973  -21.965  0.045
O  -5.106  -27.364  -2.373
O  -0.126  -24.915  -2.134
C  0.321  -27.168  -1.572
H  -5.449  -19.892  0.935
O  -6.386  -27.740  -0.548
H  -5.222  -23.408  -5.014
O  -6.878  -20.882  -0.185
F  -9.119  -22.618  1.205
C  -8.101  -20.718  0.283
H  -6.491  -18.838  0.051
H  -4.277  -18.993  -1.083
H  -9.911  -18.212  -7.538
H  -6.996  -21.989  -3.018
C  -4.981  -19.828  -1.164
C  -10.116  -18.362  -10.014
H  -8.934  -27.946  -0.266
H  -4.862  -23.009  -3.336
F  -0.633  -28.027  -1.190
F  -5.476  -19.349  -6.393
C  -0.272  -26.156  -2.573
H  -10.710  -20.242  -6.411
H  -7.281  -28.412  -2.290
C  -6.793  -22.301  -4.046
H  -2.523  -22.759  -3.103
C  -0.660  -23.884  -2.964
F  1.297  -27.861  -2.167
C  -6.718  -19.118  -5.963
H  -0.044  -22.995  -2.844
C  -2.134  -23.647  -2.606
C  -10.878  -20.147  -7.483
F  -10.136  -18.858  -12.327
H  -11.635  -18.146  -7.251
F  -11.858  -17.797  -11.569
F  0.821  -26.586  -0.485
H  -2.641  -24.489  -3.083
O  -8.973  -18.588  -9.758
O  -8.541  -19.764  0.847
F  -8.432  -22.806  -0.836
C  -7.318  -20.336  -5.234
C  -5.958  -19.784  -0.027
F  -7.481  -18.798  -7.004
C  -5.660  -23.291  -4.021
F  -3.461  -26.259  -0.324
C  -10.860  -18.679  -7.800
F  -4.911  -24.846  -1.094
C  -7.159  -28.729  -1.254
H  -4.311  -20.689  -1.124
O  -11.145  -18.415  -9.191
H  -6.017  -24.263  -3.679
O  -0.787  -26.502  -3.591
H  -7.701  -22.687  -4.500
H  -0.595  -24.156  -4.017
H  -8.435  -29.499  0.338
O  -8.498  -20.480  -5.110
C  -8.491  -28.895  -0.569
H  -6.614  -29.673  -1.293
O  -6.371  -21.131  -4.782
H  -5.475  -19.787  -2.132
H  -9.187  -29.371  -1.260
C  -5.443  -27.134  -1.246
F  -9.962  -16.782  -11.740
C  -4.771  -26.003  -0.436
F  -6.684  -18.070  -5.119

Results
SMILES string = CCOC(=O)C(F)(F)F.CCOC(=O)C(F)(F)F.CCOC(=O)C(F)(F)F.CCOC(=O)C(F)(F)F.CCOC(=O)C(F)(F)F
molar mass = 710.4 g/mol
spin multiplicity = 1
HOMO level = -0.4100 hartree
HOMO-LUMO gap = 11.51 eV


Q:
Computed, not measured: a cluster of 5 separate species, C20H25F15O10 in total, with ωB97M-V with the def2-TZVPD basis set.

Element x y z (Å)
C  1.711  -3.388  5.178
C  -1.463  3.491  -2.447
O  -2.678  -5.460  -2.276
F  -0.163  -4.274  -4.363
F  2.671  -2.722  7.277
H  3.569  4.949  4.481
O  -2.718  -4.686  -4.384
F  0.739  3.433  -3.382
F  3.638  1.056  -0.019
H  -0.421  0.042  3.338
F  -0.399  3.401  3.956
H  0.097  -0.194  -4.364
F  -0.577  -3.438  -2.406
H  1.349  -1.572  3.166
H  -0.874  -0.480  4.942
H  1.578  -0.816  -3.689
H  3.742  2.608  5.349
H  4.022  2.010  3.702
C  1.267  0.648  -0.139
H  1.455  0.912  -3.990
H  -3.925  0.417  -3.016
C  2.436  -3.772  6.482
C  -2.998  2.206  -3.650
C  3.565  4.078  3.821
H  -4.084  -6.215  -4.568
H  -2.496  0.805  -2.069
C  -2.905  0.808  -3.076
F  2.592  0.488  1.788
H  -0.043  -2.482  3.616
C  -0.022  4.049  -2.467
O  1.585  -4.192  4.302
F  3.609  -4.329  6.174
F  -0.089  3.465  1.808
H  -4.670  -4.836  -3.678
O  0.246  0.398  0.428
H  -5.720  -4.611  -5.813
H  -3.756  2.791  -3.133
O  1.511  0.536  -1.426
C  -2.153  -4.969  -3.230
H  -4.386  -3.411  -5.786
C  0.895  0.037  -3.663
H  -0.219  1.172  -2.247
F  0.058  -5.503  -2.601
H  -0.226  -0.569  -1.927
C  -0.674  -4.553  -3.159
C  -0.029  4.184  2.935
C  -4.641  -4.467  -5.783
F  1.710  -4.658  7.166
H  -3.269  2.149  -4.702
H  4.026  4.415  2.889
F  0.530  3.846  -1.259
O  -2.205  3.625  -1.523
H  -2.351  0.128  -3.721
H  -4.263  -4.933  -6.696
C  0.384  0.266  -2.267
C  0.629  -1.706  3.980
H  5.276  2.951  4.500
F  -0.897  5.188  2.852
O  1.278  -2.146  5.179
O  1.750  5.839  2.848
O  -1.736  2.877  -3.588
F  -0.024  5.356  -2.726
O  2.180  3.757  3.571
C  1.412  4.723  3.114
H  0.686  0.323  4.699
C  -4.077  -5.125  -4.549
C  2.489  1.163  0.644
F  2.288  2.454  0.946
C  4.201  2.838  4.389
C  -0.025  -0.376  4.264

Results
SMILES string = CCOC(=O)C(F)(F)F.CCOC(=O)C(F)(F)F.CCOC(=O)C(F)(F)F.CCOC(=O)C(F)(F)F.CCOC(=O)C(F)(F)F
molar mass = 710.4 g/mol
spin multiplicity = 1
HOMO level = -0.4078 hartree
HOMO-LUMO gap = 11.36 eV


The calculated energies rank the structures as follows, beginning with the most stable: Q, P.


P:
Computed, not measured: an isolated molecule of C7H10N2S, with ωB97M-V with the def2-TZVPD basis set.

Element x y z (Å)
H  -0.910  0.722  -2.242
H  -0.972  1.302  1.475
S  2.977  1.137  -0.251
H  -2.198  -1.209  -1.595
C  -1.560  0.160  -0.222
H  4.505  -0.638  0.716
H  -2.701  1.327  0.960
C  -2.160  -0.944  -0.579
H  0.288  -1.233  0.106
C  1.287  0.541  -0.460
H  -2.657  -1.653  -0.080
C  -0.847  1.047  -1.189
H  -1.393  2.017  -1.081
N  1.207  -0.704  0.240
N  0.510  1.339  -1.003
C  -1.846  0.707  1.139
C  3.450  -0.430  0.416
C  2.442  -1.219  0.650
H  2.727  -2.219  1.133
H  -2.148  -0.053  1.866

Results
expectation value of S² = 2.02
molar mass = 154.2 g/mol
spin multiplicity = 3
HOMO level (alpha / beta) = -0.1430 / -0.3596 hartree
HOMO-LUMO gap (alpha / beta) = 4.67 / 8.23 eV


Q:
Computed, not measured: an isolated molecule of C7H10N2S, with ωB97M-V with the def2-TZVPD basis set.

Element x y z (Å)
N  1.390  -1.026  -0.581
C  -2.277  2.635  -0.167
H  -1.265  1.300  2.791
H  2.345  -0.142  1.041
H  1.227  -2.440  -2.075
C  -1.422  1.493  1.682
C  -1.569  1.806  -0.996
N  2.358  -0.179  -0.036
H  -3.058  3.311  -0.560
C  -0.740  0.625  0.889
H  3.315  -0.439  -0.417
C  -0.734  0.796  -0.472
C  -2.173  2.513  1.225
H  -1.652  1.762  -2.086
H  1.651  -2.981  -0.364
H  -0.106  0.008  1.479
S  0.276  -0.074  -1.675
C  1.874  -2.293  -1.153
H  -2.652  3.178  1.986
H  2.925  -2.130  -1.489

Results
expectation value of S² = 2.02
molar mass = 154.2 g/mol
spin multiplicity = 3
HOMO level (alpha / beta) = -0.1517 / -0.3231 hartree
HOMO-LUMO gap (alpha / beta) = 4.83 / 6.45 eV


The calculated energies rank the structures as follows, beginning with the most stable: P, Q.